Entry 1:
Density functional theory data (the ωB97M-V functional and the def2-TZVPD basis) for CBrClI2 as an isolated structure.

```
5
Properties=species:S:1:pos:R:3:mulliken_charge:R:1
C 0.07074 0.52594 -0.30677 -0.245
Cl -0.38041 -2.89064 0.15140 -0.368
Br -1.35189 1.62264 -0.81581 0.001
I -0.34521 -0.62916 1.36253 0.436
I 2.00677 1.37121 -0.39135 0.175
```

Values from the calculation:
LUMO (spin up / spin down) (eV): -1.96 / -1.98
Relative energy (zero: lowest compared OMol25 entry of this formula, charge and spin) (kcal per mole): 47.6
Molecular weight (g/mol): 381.2


Entry 2:
Density functional theory data (the ωB97M-V functional and the def2-TZVPD basis) for a 11-piece molecular cluster, C37H56F40O11S6 overall.

```
150
Properties=species:S:1:pos:R:3:mulliken_charge:R:1
C -17.39470 -7.91504 -45.04079 -1.049
C -17.27609 -7.86113 -43.56361 0.889
C -16.06518 -8.70425 -43.12730 0.486
F -16.29618 -10.07679 -43.22118 -0.330
F -15.00475 -8.34794 -43.85445 -0.254
F -17.26459 -6.71148 -42.91961 -0.312
F -18.49853 -8.23594 -43.14916 -0.343
O -18.30165 -6.85591 -45.51496 -0.394
C -18.63638 -6.85152 -47.01044 0.861
C -19.53001 -5.65223 -47.42223 0.163
F -19.04060 -4.43016 -47.05243 -0.221
F -19.73887 -5.53005 -48.73815 -0.272
F -17.45380 -6.63721 -47.56428 -0.279
F -19.14015 -8.04648 -47.35248 -0.259
H -17.65051 -8.89242 -45.44994 0.400
H -16.40125 -7.77919 -45.46826 0.435
H -15.95619 -8.42085 -42.08045 0.250
H -20.54806 -5.80978 -47.06608 0.237
C -10.34352 -4.05341 -44.39027 -1.120
C -9.78503 -4.31507 -45.78648 1.185
C -8.36000 -3.95923 -45.91766 -0.098
F -8.21619 -2.62451 -46.02591 -0.284
F -7.47070 -4.31511 -44.93885 -0.208
F -9.94392 -5.54004 -46.16200 -0.236
F -10.52040 -3.59365 -46.68095 -0.337
O -11.81739 -4.00886 -44.33946 -0.249
C -12.48803 -2.78924 -44.02680 0.862
C -13.95335 -2.92764 -44.48941 0.095
F -14.61050 -4.01071 -44.24482 -0.125
F -14.55308 -1.78639 -44.07785 -0.289
F -12.36026 -2.65741 -42.67617 -0.258
F -11.88554 -1.70484 -44.56681 -0.281
H -9.82785 -3.15295 -44.05656 0.380
H -10.00633 -4.83198 -43.70600 0.427
H -8.06415 -4.26054 -46.92254 0.284
H -13.99368 -2.82427 -45.57375 0.182
C -12.20442 -14.08856 -42.57587 -0.565
C -13.34174 -12.90949 -42.57212 1.129
C -12.63026 -11.50137 -42.58756 -0.015
F -12.60975 -10.90445 -41.41023 0.199
F -11.52633 -11.16475 -43.29006 -0.108
F -14.10901 -13.09548 -43.63838 -0.332
F -14.19192 -13.08291 -41.55495 -0.198
O -11.46825 -14.16529 -43.84315 -0.396
C -11.76910 -15.36061 -44.66227 0.839
C -11.20154 -15.22797 -46.10592 0.204
F -9.92527 -14.97405 -46.00036 -0.203
F -11.47914 -16.27885 -46.93822 -0.281
F -11.27699 -16.43730 -43.98815 -0.295
F -13.05762 -15.53891 -44.68260 -0.275
H -12.61105 -15.05252 -42.27001 0.579
H -11.41546 -13.83188 -41.86892 -0.164
H -13.30550 -10.85154 -43.14422 -0.120
H -11.67830 -14.39312 -46.61957 0.199
C -6.84656 -1.46993 -41.31928 -1.036
C -7.45411 -0.36233 -42.25775 1.218
C -6.92302 1.06486 -41.89696 -0.077
F -6.84004 1.35087 -40.67079 -0.240
F -5.74854 1.31219 -42.53775 -0.289
F -7.15112 -0.58673 -43.54704 -0.317
F -8.83823 -0.35450 -42.24199 -0.309
O -7.81344 -2.52694 -41.13610 -0.230
C -7.20770 -3.70178 -40.39441 0.612
C -8.34049 -4.24210 -39.47880 1.139
F -8.05778 -5.11956 -38.43657 -0.301
F -9.10430 -3.28836 -38.89495 -0.283
F -6.95621 -4.47431 -41.42046 -0.242
F -6.13714 -3.48634 -39.68066 -0.280
H -6.54315 -0.97090 -40.39894 0.392
H -5.88901 -1.79409 -41.72685 0.397
H -7.62962 1.71913 -42.40759 0.312
H -9.03931 -4.86303 -40.03932 -0.488
C -10.89864 -8.17162 -40.60223 -0.948
C -10.73593 -7.23331 -41.84175 1.234
C -11.82056 -7.51016 -42.87168 0.336
F -11.65779 -8.54303 -43.69485 -0.019
F -13.03245 -7.49247 -42.22759 -0.129
F -10.86509 -5.98732 -41.48610 -0.075
F -9.49383 -7.38595 -42.39290 -0.286
O -9.97225 -7.65088 -39.52226 -0.222
C -10.20601 -8.42681 -38.33045 1.132
C -9.00577 -8.37359 -37.41771 -0.079
F -9.07469 -9.35523 -36.49532 -0.304
F -7.92969 -8.36373 -38.09498 -0.278
F -11.18672 -7.91800 -37.59540 -0.090
F -10.37718 -9.77634 -38.57286 -0.132
H -10.62932 -9.22032 -40.72793 0.032
H -11.93900 -8.17090 -40.27705 -0.091
H -11.74468 -6.62669 -43.50557 -0.348
H -9.00824 -7.42108 -36.88777 0.322
C -16.69706 -11.55696 -37.88317 -1.008
S -15.65220 -10.70312 -39.20050 0.713
O -16.58562 -9.44879 -39.47375 -0.732
C -14.36660 -9.87119 -38.23351 -0.488
H -17.02648 -10.94704 -37.04200 0.285
H -15.81581 -12.16763 -37.68675 0.327
H -17.60217 -12.00643 -38.29165 0.340
H -14.86296 -9.44417 -37.36210 0.557
H -13.93725 -9.03904 -38.79144 -0.233
H -13.54267 -10.53278 -37.96603 0.182
C -7.90884 -10.18286 -46.73690 -1.063
S -9.33796 -9.71232 -45.69662 0.613
O -9.11028 -8.29730 -45.14550 -0.583
C -10.43686 -9.29902 -47.19237 -1.021
H -7.15625 -10.47710 -46.00538 0.321
H -7.62678 -9.22742 -47.17925 0.342
H -8.25230 -10.89407 -47.48811 0.383
H -11.39819 -8.99896 -46.77535 0.248
H -10.45729 -10.12467 -47.90368 0.434
H -9.90767 -8.40010 -47.50861 0.300
C -12.35778 -4.61161 -37.71834 -0.842
S -13.32777 -5.72105 -38.85016 0.997
O -14.57098 -5.93885 -38.00282 -0.764
C -13.67013 -4.46406 -40.12521 -1.019
H -12.32685 -5.04332 -36.71795 0.202
H -12.86689 -3.65223 -37.62626 0.445
H -11.37539 -4.35718 -38.11618 0.047
H -14.01567 -3.52305 -39.69718 0.507
H -14.47155 -4.91815 -40.70799 0.332
H -12.80227 -4.34076 -40.77306 0.107
C -9.26442 -12.11563 -40.90627 -0.281
S -7.56787 -12.18982 -40.19400 0.590
O -7.39299 -13.53955 -39.48776 -0.701
C -6.46890 -12.41422 -41.67665 -0.978
H -9.93673 -11.59315 -40.22574 -0.333
H -9.53186 -13.16807 -40.81177 0.213
H -9.13165 -11.69339 -41.90236 0.446
H -6.76456 -13.22625 -42.34093 0.308
H -5.44093 -12.58528 -41.35710 0.362
H -6.50362 -11.47430 -42.22750 0.322
C -10.21033 -13.44564 -37.61130 -0.750
S -11.94808 -13.51020 -38.21823 0.335
O -12.00318 -13.05071 -39.66386 -0.400
C -12.11340 -15.33848 -38.33096 -1.058
H -9.69943 -14.08178 -38.33407 0.320
H -10.00159 -13.94630 -36.66586 0.481
H -9.79150 -12.44873 -37.74853 0.003
H -13.12792 -15.72688 -38.24148 0.351
H -11.57689 -15.59405 -37.41721 0.423
H -11.60044 -15.72589 -39.21123 0.260
C -10.12472 -7.74217 -32.27292 -1.206
S -10.58455 -7.73449 -34.04392 0.730
O -10.10674 -6.44424 -34.66193 -0.635
C -12.34539 -7.39912 -33.63199 -1.157
H -10.22556 -6.76547 -31.79961 0.373
H -9.04951 -7.73456 -32.09410 0.372
H -10.83217 -8.34933 -31.70815 0.387
H -12.43602 -6.60760 -32.88810 0.371
H -12.97866 -8.21985 -33.29512 0.440
H -12.94925 -6.95639 -34.42412 0.316
```

Values from the calculation:
LUMO (eV): 0.18
Molecular weight (g/mol): 1629.2


Entry 3:
Density functional theory data (the ωB97M-V functional and the def2-TZVPD basis) for one molecule with the formula C4H6O4.

```
14
Properties=species:S:1:pos:R:3:mulliken_charge:R:1
O -0.22295 1.96336 -1.12222 -0.570
C -0.29099 1.02427 -0.31064 0.620
C -1.56416 0.26097 0.03548 -0.448
O -1.48501 -0.95985 0.64812 -0.506
C 1.01862 0.55221 0.45511 0.403
O 1.37456 0.98811 1.49836 -0.519
C 1.73807 -0.48223 -0.28165 -0.248
O 0.82617 -1.12913 -1.15086 -0.548
H -2.36724 0.15658 -0.90814 0.240
H -2.17387 0.94199 0.76212 0.330
H -1.51092 -0.79843 1.56979 0.336
H 2.40064 0.01390 -1.05918 0.251
H 2.24584 -1.14611 0.45560 0.276
H 0.01123 -1.38565 -0.59191 0.384
```

Values from the calculation:
SMILES: O=C(CO)C(=O)CO
LUMO (eV): 0.29
Relative energy (zero: lowest compared OMol25 entry of this formula, charge and spin) (kcal per mole): 73.5
Molecular weight (g/mol): 118.1